Entry 1:
42
Properties=species:S:1:pos:R:3:lowdin_charge:R:1 method="wB97M-V/def2-TZVPD" total_charge=+1 e_above_lowest_kj_mol=255.2 gap_ev=6.4
C 5.11765 0.33422 -1.20584 -0.17
C 4.01073 -0.41071 -0.48272 -0.09
N 2.77175 0.37207 -0.52407 -0.06
C 1.60137 -0.23616 -0.73082 0.00
C 0.38383 0.44475 -0.79470 -0.06
C -0.78224 -0.17979 -1.21434 0.01
C -2.04357 0.49153 -1.28982 -0.23
C -3.05503 0.02383 -2.17080 -0.01
C -4.23933 0.73606 -2.33127 -0.05
C -4.46203 1.91293 -1.60068 -0.04
C -3.49388 2.36666 -0.69624 -0.05
C -2.29809 1.66821 -0.53181 -0.01
C 2.85034 1.81997 -0.46113 -0.11
C 4.23626 2.23052 0.01379 -0.16
O 5.29762 1.67727 -0.76389 -0.12
H 6.08578 -0.16137 -1.03556 0.14
H 4.90365 0.35545 -2.28739 0.14
H 3.82273 -1.37042 -0.97327 0.14
H 4.30553 -0.58686 0.56273 0.15
H 1.63632 -1.32016 -0.86153 0.16
H 0.35286 1.51409 -0.55178 0.11
H -0.71716 -1.18566 -1.63330 0.14
H -2.85685 -0.89521 -2.73185 0.12
H -4.99191 0.36849 -3.03072 0.12
H -5.38949 2.46731 -1.72727 0.12
H -3.66060 3.27024 -0.11445 0.12
H -1.54156 2.01334 0.17495 0.11
H 2.65003 2.27060 -1.45024 0.16
H 2.11140 2.21577 0.24645 0.14
H 4.37223 3.31714 -0.10405 0.14
H 4.36275 1.93873 1.07259 0.14
O -1.76940 -2.73473 4.20105 -0.08
C -2.19280 -3.33800 2.98506 -0.27
C -2.40765 -2.16332 2.05672 -0.29
N -1.23247 -1.32805 2.15674 0.00
H -1.89513 -3.36886 4.92298 0.10
H -1.37098 -3.94770 2.58106 0.11
H -3.11755 -3.91243 3.12120 0.12
H -2.63502 -2.47394 1.02280 0.11
H -3.24237 -1.56527 2.44693 0.12
H -0.40507 -1.87283 2.39604 0.07
H -1.07265 -0.75768 1.33849 0.02

Entry 2:
45
Properties=species:S:1:pos:R:3:lowdin_charge:R:1 method="wB97M-V/def2-TZVPD" e_above_lowest_kj_mol=368.2 smiles="NCCCC[C@H](N)C(=O)N[C@@H](Cc1ccc(O)cc1)C(=O)O" gap_ev=9.1
N 1.20447 -2.92052 -2.71069 0.01
C 0.50346 -3.92236 -1.64285 -0.17
C -0.53663 -3.09976 -0.85710 -0.22
C -0.06576 -1.96185 0.03012 -0.23
C 0.86698 -2.29532 1.18698 -0.14
C 0.80861 -1.37572 2.49610 -0.27
N -0.46755 -1.40862 3.20614 0.05
C 1.18673 0.02331 1.87191 -0.39
O 2.34923 0.16094 1.39083 0.00
N 0.09085 0.85947 1.66591 0.11
C 0.32421 2.28856 1.26148 -0.19
C -0.54904 2.61331 0.07409 -0.10
C -0.67532 1.50602 -1.09320 -0.19
C 0.56297 1.08440 -1.63804 -0.05
C 0.49156 0.12799 -2.57417 -0.07
C -0.76548 -0.27635 -3.09608 -0.39
O -0.72793 -1.11401 -4.16862 -0.01
C -1.90513 0.00617 -2.44173 -0.03
C -1.91761 0.97681 -1.39541 -0.02
C -0.23139 3.20578 2.41401 -0.43
O -0.67501 2.74992 3.44611 0.12
O -0.24744 4.53505 2.04851 0.09
H 1.53326 -2.15423 -2.08517 0.06
H 1.83717 -3.41132 -3.28036 0.04
H 1.21150 -4.40761 -0.94486 0.11
H -0.18136 -4.39305 -2.34138 0.10
H -1.35609 -3.81057 -0.45431 0.14
H -1.07159 -2.53767 -1.66866 0.10
H 0.30747 -1.22850 -0.62462 0.06
H -0.86741 -1.33493 0.30021 0.09
H 1.90443 -2.37334 0.88297 0.10
H 0.68304 -3.36714 1.40526 0.11
H 1.72892 -1.52244 3.09821 0.15
H -1.28079 -1.84333 2.73689 0.10
H -0.24576 -1.87510 4.07183 0.07
H -0.71412 0.72673 2.28484 0.13
H 1.40280 2.15099 1.02618 0.15
H -1.62790 2.71186 0.41876 0.13
H -0.40703 3.66501 -0.24537 0.12
H 1.57095 1.45164 -1.30406 0.14
H 1.39002 -0.28493 -3.08192 0.13
H 0.04871 -1.73901 -3.81008 0.11
H -2.81446 -0.28667 -2.97360 0.13
H -2.79304 1.16444 -0.78698 0.11
H -0.23286 4.92570 2.93533 0.12

Entry 3:
48
Properties=species:S:1:pos:R:3:lowdin_charge:R:1 method="wB97M-V/def2-TZVPD" multiplicity=2 total_charge=+2 gap_ev="5.3 / 5.1"
Re 0.74613 0.70939 -0.38612 0.72
C 3.74897 -0.25375 2.64959 -0.02
C 3.01287 0.96320 2.20241 -0.27
C 3.69015 2.13221 1.86119 0.00
C 2.99790 3.28853 1.52042 -0.05
C 1.61210 3.30054 1.51371 -0.10
C 0.90009 2.13933 1.85147 -0.20
C 1.60546 0.96649 2.19455 -0.14
H 3.42477 -1.13982 2.10290 0.08
H 3.55233 -0.44046 3.70650 0.11
H 4.82347 -0.14172 2.53245 0.09
H 4.77001 2.16081 1.91388 0.13
H 3.54479 4.19455 1.29604 0.13
H 1.07704 4.22177 1.32664 0.12
H -0.15643 2.21719 2.07827 0.08
H 1.08092 0.13811 2.65853 0.11
O 3.96700 -4.98365 -2.48502 0.05
C 3.36243 -4.02714 -2.16293 -0.94
S 3.47761 -2.44609 -3.01252 1.06
C 2.40224 -1.59551 -1.95089 -1.09
C 1.82472 -2.30227 -0.90701 -1.09
S 0.75977 -1.57457 0.21776 0.69
S 2.22546 -3.98700 -0.77203 1.02
S 2.11183 0.07278 -2.17804 0.65
N 0.85025 2.69035 -1.38631 -0.06
H 0.15683 3.37228 -1.07526 0.08
H 0.75046 2.57952 -2.39885 0.07
H 1.76943 3.10985 -1.22657 0.08
C -4.69049 -1.33433 0.53633 -0.01
N -3.30443 -0.89800 0.57594 -0.19
C -2.71761 -0.96218 1.89930 -0.07
C -2.66894 -0.27157 -0.40553 -0.60
S -1.58326 1.02791 0.10460 0.70
N -2.87126 -0.46437 -1.69958 -0.16
C -3.66754 -1.53971 -2.25672 -0.01
C -2.16348 0.30748 -2.69474 -0.08
H -5.17232 -0.98732 1.45221 0.11
H -4.77734 -2.42290 0.50713 0.11
H -5.21894 -0.89257 -0.30303 0.10
H -3.01553 -1.90321 2.35746 0.11
H -3.06803 -0.14550 2.53027 0.11
H -1.63090 -0.93422 1.83861 0.04
H -3.73350 -2.38029 -1.57592 0.10
H -3.19389 -1.88344 -3.17459 0.11
H -4.67141 -1.19170 -2.50465 0.11
H -1.88132 1.28281 -2.30556 0.03
H -2.79923 0.45545 -3.56493 0.11
H -1.25916 -0.22727 -3.00135 0.10

Entry 4:
45
Properties=species:S:1:pos:R:3:lowdin_charge:R:1 method="wB97M-V/def2-TZVPD" e_above_lowest_kj_mol=63.1 gap_ev=9.6
O -2.16068 1.60063 -0.08263 0.06
O 1.42701 3.48852 0.44113 -0.54
O -1.45946 0.50210 -2.00999 0.07
O -2.19213 -2.23402 -2.21552 -0.04
S 1.44076 1.28031 1.99347 0.67
C -1.27777 1.25346 -0.85175 -0.51
C -4.99407 0.66460 -3.13038 -0.09
C -5.33251 -0.67631 -3.16628 -0.09
C -3.73633 1.09803 -2.71694 0.01
C -4.38214 -1.62677 -2.90763 -0.02
C -2.74328 0.13680 -2.43544 -0.13
C -3.09576 -1.25173 -2.50679 -0.20
N 0.03309 1.62238 -0.53169 -0.28
S 0.35970 2.60756 0.89367 0.72
C 1.15847 1.21627 -1.36480 -0.09
C 6.35057 0.78814 3.83310 -0.11
C -0.71359 -3.06378 -0.47918 -0.04
C -3.23179 -3.61977 -0.45679 -0.04
C 2.96898 2.18745 2.40722 -0.52
C 5.28589 1.82569 3.37469 -0.26
C 3.91941 1.19901 3.04302 -0.32
C -2.12656 -2.57765 -0.80362 -0.39
H -5.76837 1.40452 -3.37492 0.11
H -6.33280 -1.00579 -3.50118 0.12
H -3.55881 2.16324 -2.60719 0.12
H -4.63464 -2.65838 -2.96035 0.11
H 0.96117 1.43363 -2.42011 0.10
H 1.30383 0.12707 -1.30482 0.09
H 2.07307 1.73216 -1.07351 0.07
H 7.32502 1.27657 3.93878 0.06
H 6.42660 -0.03762 3.11018 0.07
H 6.07163 0.31704 4.82024 0.08
H 0.00556 -2.25277 -0.67831 0.07
H -0.44470 -3.94257 -1.08714 0.09
H -0.62981 -3.30515 0.56565 0.07
H -3.13868 -4.46805 -1.17424 0.10
H -4.25009 -3.22028 -0.47230 0.07
H -3.07074 -4.00674 0.53374 0.07
H 3.40781 2.65738 1.56455 0.06
H 2.73712 2.99966 3.12666 0.10
H 5.11567 2.59387 4.15082 0.11
H 5.64963 2.29461 2.45272 0.11
H 4.08405 0.36210 2.34429 0.11
H 3.44960 0.77242 3.92732 0.11
H -2.27995 -1.65784 -0.20773 0.14

Entry 5:
41
Properties=species:S:1:pos:R:3:lowdin_charge:R:1 method="wB97M-V/def2-TZVPD" e_above_lowest_kj_mol=137.9 smiles=CCCCOc1ccc(CN2CCSCC2)cc1 gap_ev=9.0
C 2.10910 -4.83585 -1.83075 -0.11
C 1.12355 -3.67654 -1.74939 -0.27
C 0.66727 -3.23660 -3.13871 -0.18
C -0.31358 -2.05999 -3.12614 -0.20
O 0.30823 -0.84491 -2.75973 -0.04
C 0.35283 -0.42165 -1.46824 -0.27
C -0.33601 -0.97009 -0.39155 -0.02
C -0.21899 -0.40609 0.86684 -0.05
C 0.57820 0.70608 1.09701 -0.23
C 0.63941 1.35591 2.45796 -0.15
N -0.35624 2.39470 2.69181 -0.17
C -1.73459 1.93975 2.74041 -0.25
C -2.51583 2.14658 1.44824 -0.46
S -2.79722 3.93059 1.17532 0.83
C -1.29541 4.55611 2.00941 -0.46
C -0.15573 3.56807 1.85748 -0.27
C 1.27922 1.23854 0.01822 -0.04
C 1.16638 0.69113 -1.24150 0.01
H 1.65322 -5.69176 -2.32412 0.07
H 2.99268 -4.54618 -2.39505 0.07
H 2.42252 -5.13942 -0.83479 0.07
H 0.25569 -3.98353 -1.16061 0.11
H 1.59742 -2.83699 -1.23665 0.11
H 0.18239 -4.07430 -3.64486 0.12
H 1.53906 -2.94426 -3.72768 0.12
H -0.67472 -1.88690 -4.14550 0.13
H -1.17812 -2.28059 -2.49266 0.11
H -0.96471 -1.83835 -0.51018 0.10
H -0.75988 -0.85728 1.68694 0.11
H 1.61824 1.82428 2.59930 0.12
H 0.50615 0.60285 3.23953 0.12
H -2.24780 2.48120 3.54586 0.11
H -1.74435 0.88058 3.00398 0.11
H -1.98231 1.73899 0.58852 0.06
H -3.50174 1.68906 1.50930 0.07
H -1.05706 5.49983 1.52202 0.07
H -1.52174 4.73953 3.05959 0.07
H 0.77988 4.04069 2.18052 0.12
H -0.05600 3.31616 0.78818 0.11
H 1.93533 2.08391 0.17023 0.11
H 1.70525 1.10673 -2.07854 0.12

Repeat the fourth record exactly.
45
Properties=species:S:1:pos:R:3:lowdin_charge:R:1 method="wB97M-V/def2-TZVPD" e_above_lowest_kj_mol=63.1 gap_ev=9.6
O -2.16068 1.60063 -0.08263 0.06
O 1.42701 3.48852 0.44113 -0.54
O -1.45946 0.50210 -2.00999 0.07
O -2.19213 -2.23402 -2.21552 -0.04
S 1.44076 1.28031 1.99347 0.67
C -1.27777 1.25346 -0.85175 -0.51
C -4.99407 0.66460 -3.13038 -0.09
C -5.33251 -0.67631 -3.16628 -0.09
C -3.73633 1.09803 -2.71694 0.01
C -4.38214 -1.62677 -2.90763 -0.02
C -2.74328 0.13680 -2.43544 -0.13
C -3.09576 -1.25173 -2.50679 -0.20
N 0.03309 1.62238 -0.53169 -0.28
S 0.35970 2.60756 0.89367 0.72
C 1.15847 1.21627 -1.36480 -0.09
C 6.35057 0.78814 3.83310 -0.11
C -0.71359 -3.06378 -0.47918 -0.04
C -3.23179 -3.61977 -0.45679 -0.04
C 2.96898 2.18745 2.40722 -0.52
C 5.28589 1.82569 3.37469 -0.26
C 3.91941 1.19901 3.04302 -0.32
C -2.12656 -2.57765 -0.80362 -0.39
H -5.76837 1.40452 -3.37492 0.11
H -6.33280 -1.00579 -3.50118 0.12
H -3.55881 2.16324 -2.60719 0.12
H -4.63464 -2.65838 -2.96035 0.11
H 0.96117 1.43363 -2.42011 0.10
H 1.30383 0.12707 -1.30482 0.09
H 2.07307 1.73216 -1.07351 0.07
H 7.32502 1.27657 3.93878 0.06
H 6.42660 -0.03762 3.11018 0.07
H 6.07163 0.31704 4.82024 0.08
H 0.00556 -2.25277 -0.67831 0.07
H -0.44470 -3.94257 -1.08714 0.09
H -0.62981 -3.30515 0.56565 0.07
H -3.13868 -4.46805 -1.17424 0.10
H -4.25009 -3.22028 -0.47230 0.07
H -3.07074 -4.00674 0.53374 0.07
H 3.40781 2.65738 1.56455 0.06
H 2.73712 2.99966 3.12666 0.10
H 5.11567 2.59387 4.15082 0.11
H 5.64963 2.29461 2.45272 0.11
H 4.08405 0.36210 2.34429 0.11
H 3.44960 0.77242 3.92732 0.11
H -2.27995 -1.65784 -0.20773 0.14